Record 1
Molecular formula: C24H22BN8TeTl
Method: DFT, the ωB97M-V functional and the def2-TZVPD basis

Each line ends with the Löwdin charge.
Atoms and positions in Å:
Tl1 -0.4012 0.1686 -0.2754  0.925
C1 -3.2811 -3.2254 0.0081  0.013
C2 -2.8824 -2.0371 -0.5941  -0.077
N1 -1.6932 -1.6628 -0.1288  -0.077
N2 -1.2911 -2.5975 0.7794  0.023
C3 -2.2512 -3.5432 0.8628  -0.021
B1 0.0543 -2.4799 1.5412  -0.601
N3 1.2705 -2.2451 0.5882  0.026
C4 2.4675 -2.8562 0.5305  -0.019
C5 3.2418 -2.2671 -0.4475  0.015
C6 2.4427 -1.2635 -0.9707  -0.076
N4 1.2609 -1.2543 -0.3480  -0.086
N5 0.0161 -1.2892 2.5313  0.032
C7 0.2312 -1.0996 3.8494  -0.020
C8 0.1123 0.2375 4.1497  0.009
C9 -0.1700 0.8432 2.9339  -0.080
N6 -0.2241 -0.0740 1.9670  -0.068
N7 0.2480 -3.8791 2.2236  0.070
C10 0.1101 -4.3588 3.4235  0.049
C11 0.2961 -5.7901 3.3615  0.166
C12 0.5317 -6.0402 1.9781  -0.043
N8 0.5025 -4.9432 1.2892  0.178
H1 -4.1872 -3.7801 -0.1597  0.128
H2 -3.3950 -1.4449 -1.3353  0.133
H3 -2.1563 -4.3895 1.5207  0.133
H4 2.7067 -3.6815 1.1783  0.135
H5 4.2407 -2.5364 -0.7422  0.129
H6 2.6546 -0.5583 -1.7583  0.132
H7 0.4969 -1.8995 4.5150  0.121
H8 0.2300 0.7040 5.1117  0.129
H9 -0.3213 1.8880 2.7104  0.130
H10 -0.1398 -3.7737 4.2923  0.143
H11 0.2512 -6.4843 4.1876  0.146
H12 0.7252 -6.9866 1.4946  0.151
Te1 -1.5445 2.4387 -1.3198  1.614
C13 -0.3820 3.8675 -0.3402  -0.527
C14 1.0100 3.8819 -0.3391  -0.130
C15 1.6553 4.9433 0.2721  -0.035
C16 0.9186 5.9673 0.8615  -0.017
C17 -0.4675 5.9325 0.8635  -0.031
C18 -1.1356 4.8745 0.2598  -0.132
C19 -0.8099 2.3599 -3.2733  -0.521
C20 -1.8009 2.2624 -4.2469  -0.133
C21 -1.4210 2.2688 -5.5825  -0.032
C22 -0.0809 2.3814 -5.9205  -0.016
C23 0.8948 2.4922 -4.9331  -0.034
C24 0.5383 2.4822 -3.5957  -0.115
H13 1.5913 3.0952 -0.8033  0.089
H14 2.7363 4.9799 0.2803  0.127
H15 1.4354 6.8012 1.3173  0.130
H16 -1.0350 6.7291 1.3249  0.130
H17 -2.2190 4.8572 0.2578  0.104
H18 -2.8513 2.1978 -3.9891  0.104
H19 -2.1754 2.1966 -6.3536  0.130
H20 0.2106 2.3905 -6.9620  0.130
H21 1.9346 2.6024 -5.2095  0.127
H22 1.3009 2.5973 -2.8364  0.088

The calculation puts the HOMO-LUMO gap (alpha / beta) at 7.32 / 5.01 eV. Its lowest unoccupied orbital energy (alpha / beta) is -9.886 / -12.199 eV. As for the energy above the lowest of the compared OMol25 structures with the same formula, charge and spin: 0.00 kcal/mol. As for the total charge: +3. The spin multiplicity is 2.

Record 2
Molecular formula: C24H22Br4KN7O2SSe
Method: DFT, the ωB97M-V functional and the def2-TZVPD basis

Each line ends with the natural charge from an NBO analysis.
Atoms and positions in Å:
K1 -0.4985 0.2081 -0.2719  0.899
N1 -1.4200 -1.2122 2.9609  -0.881
C1 0.0195 -0.9616 2.9464  -0.223
C2 0.3140 0.5052 3.2350  -0.214
N2 -0.3611 1.3378 2.2652  -0.660
C3 -0.1077 2.7673 2.3196  -0.217
C4 0.9214 3.2318 1.2907  -0.221
N3 0.4928 2.8847 -0.0558  -0.870
H1 -1.5974 -2.1994 3.0916  0.354
H2 -1.8789 -0.9774 2.0742  0.412
H3 0.5099 -1.2477 2.0053  0.178
H4 0.4772 -1.5619 3.7400  0.173
H5 1.3928 0.6798 3.1572  0.184
H6 0.0066 0.7366 4.2700  0.149
H7 -1.3563 1.1519 2.2845  0.385
H8 0.2341 3.0788 3.3191  0.159
H9 -1.0511 3.2874 2.1277  0.199
H10 1.8795 2.7389 1.4828  0.195
H11 1.0680 4.3139 1.4404  0.146
H12 1.0383 3.3543 -0.7642  0.355
H13 -0.4957 3.0660 -0.2246  0.399
S1 2.0709 -3.5671 -3.7062  0.223
C5 0.9181 -2.6106 -4.5316  -0.435
C6 0.3837 -1.6381 -3.7392  -0.301
C7 0.8920 -1.5750 -2.3891  -0.322
C8 1.8243 -2.5613 -2.2371  -0.353
C9 2.6569 -2.8385 -1.0676  0.205
C10 3.8009 -3.6545 -1.1480  -0.270
C11 4.6223 -3.7982 -0.0529  -0.177
C12 4.3086 -3.1245 1.1221  -0.315
C13 3.1574 -2.3545 1.1222  0.049
N4 2.3456 -2.2141 0.0810  -0.440
H14 0.6739 -2.8477 -5.5580  0.208
H15 -0.3815 -0.9701 -4.1173  0.203
H16 4.0415 -4.1341 -2.0878  0.214
H17 5.5131 -4.4129 -0.1166  0.198
H18 4.9315 -3.1936 2.0034  0.204
H19 2.8668 -1.8112 2.0168  0.186
Br1 -7.4038 2.9587 -1.1043  0.001
C14 -5.9530 1.8139 -0.6506  -0.177
C15 -6.1794 0.5798 -0.0868  -0.184
Br2 -7.9504 -0.0204 0.2626  0.002
C16 -5.0772 -0.2465 0.2149  -0.231
Br3 -5.3247 -1.9443 1.0460  -0.016
C17 -3.7435 0.0998 -0.0392  0.285
O1 -2.7534 -0.6536 0.2490  -0.841
C18 -3.4989 1.4236 -0.6435  0.375
O2 -2.3038 1.8019 -0.8718  -0.854
C19 -4.6262 2.2163 -0.9093  -0.272
Br4 -4.2446 3.9396 -1.6316  -0.022
Se1 7.1561 1.8980 0.8403  0.851
N5 7.1376 0.9868 -0.6913  -0.647
C20 5.8754 0.7157 -0.9350  0.138
C21 5.3860 -0.0113 -2.0833  -0.208
C22 4.0554 -0.2036 -2.1587  -0.227
C23 3.1575 0.3039 -1.1117  0.119
N6 3.5433 0.9678 -0.0742  -0.433
C24 4.9011 1.1879 0.0393  0.250
N7 5.4020 1.8422 1.0656  -0.609
H20 6.0798 -0.3880 -2.8236  0.216
H21 3.5996 -0.7602 -2.9689  0.250
H22 2.1074 0.0342 -1.2684  0.256

The calculation puts the HOMO-LUMO gap at 3.83 eV. Its lowest unoccupied orbital energy is 2.952 eV. As for the energy above the lowest of the compared OMol25 structures with the same formula, charge and spin: 33.70 kcal/mol. As for the total charge: -2.

Record 3
Molecular formula: C24H22BrCrF6N2O7S2Si
Method: DFT, the ωB97M-V functional and the def2-TZVPD basis

Each line ends with the natural charge from an NBO analysis.
Atoms and positions in Å:
Cr1 0.3276 -0.0704 -0.0833  1.504
F1 0.7219 -3.7661 2.2493  -0.282
C1 1.8780 -3.2197 1.9444  0.745
F2 2.0100 -2.0404 2.5667  -0.319
F3 2.8572 -4.0122 2.3810  -0.304
S1 2.1577 -3.0052 0.1080  2.261
O1 1.1160 -2.1995 -0.5094  -0.978
O2 2.2950 -4.3298 -0.3797  -0.880
N1 3.5522 -2.2518 0.1152  -1.189
S2 3.6626 -0.6990 0.2019  2.256
O3 2.3625 -0.0153 0.2938  -0.997
O4 4.6052 -0.1592 -0.7163  -0.891
C2 4.4307 -0.3295 1.8846  0.751
F4 3.5805 0.3796 2.6263  -0.305
F5 4.7435 -1.4479 2.5186  -0.294
F6 5.5311 0.3897 1.7056  -0.298
C3 2.3806 0.1916 -2.8116  -1.113
Si1 2.0421 1.8131 -1.8913  1.788
C4 3.0628 2.6904 -0.5615  -1.122
C5 2.1676 3.0325 -3.3422  -1.132
N2 0.4269 1.4499 -1.1783  -0.943
C6 -0.7502 2.0754 -1.5471  0.049
C7 -0.8695 3.2389 -2.3176  -0.206
C8 -2.1107 3.7605 -2.6273  -0.201
C9 -3.2701 3.1436 -2.1775  -0.191
C10 -3.1867 1.9970 -1.4007  -0.268
C11 -1.9412 1.4915 -1.0931  0.329
O5 -1.7321 0.3594 -0.3132  -0.520
C12 -2.8275 -0.0560 0.4738  0.216
C13 -3.4228 -1.2659 0.1927  -0.224
C14 -4.4869 -1.6819 0.9774  -0.174
C15 -4.9460 -0.8840 2.0132  -0.192
C16 -4.3308 0.3320 2.2797  -0.194
C17 -3.2580 0.7497 1.5122  -0.215
H1 3.4437 0.0747 -3.0205  0.263
H2 1.8473 0.1990 -3.7639  0.243
H3 2.0599 -0.6917 -2.2597  0.220
H4 4.0953 2.3395 -0.5963  0.262
H5 2.6849 2.5108 0.4441  0.238
H6 3.0808 3.7659 -0.7409  0.240
H7 3.1847 2.9483 -3.7342  0.252
H8 2.0201 4.0758 -3.0568  0.227
H9 1.4812 2.7911 -4.1561  0.237
H10 0.0252 3.7288 -2.6671  0.231
H11 -2.1752 4.6574 -3.2288  0.221
H12 -4.2391 3.5498 -2.4317  0.224
H13 -4.0800 1.5063 -1.0412  0.244
H14 -3.0431 -1.8786 -0.6149  0.232
H15 -4.9533 -2.6381 0.7833  0.224
H16 -5.7719 -1.2142 2.6286  0.222
H17 -4.6727 0.9421 3.1045  0.226
H18 -2.7518 1.6848 1.7214  0.228
Br1 -2.5450 -0.6524 5.4709  0.101
C18 -1.1520 0.4126 4.7666  -0.062
C19 -0.7241 1.4504 5.5865  -0.241
C20 0.2551 2.3283 5.1620  -0.183
C21 0.8030 2.1866 3.8984  -0.218
C22 0.3850 1.1477 3.0896  -0.187
C23 -0.5860 0.2283 3.4960  -0.124
C24 -0.9114 -0.9482 2.5817  0.772
O6 -1.7098 -1.8015 2.8876  -0.589
O7 -0.2289 -0.9924 1.4639  -0.841
H19 -1.1720 1.5579 6.5648  0.231
H20 0.5907 3.1201 5.8187  0.220
H21 1.5673 2.8672 3.5457  0.219
H22 0.8409 1.0314 2.1177  0.198

The calculation puts the HOMO-LUMO gap (alpha / beta) at 6.63 / 9.01 eV. Its lowest unoccupied orbital energy (alpha / beta) is -2.289 / -0.081 eV. As for the energy above the lowest of the compared OMol25 structures with the same formula, charge and spin: 15.23 kcal/mol. As for the total charge: 0. The spin multiplicity is 4.

Record 4
Molecular formula: C24H22Cl4O8S2W
Method: DFT, the ωB97M-V functional and the def2-TZVPD basis

Each line ends with the natural charge from an NBO analysis.
Atoms and positions in Å:
W1 0.1501 0.4003 0.1641  2.024
C1 1.9050 -3.1226 -1.1813  -0.672
C2 1.2627 -2.4935 0.0177  0.217
C3 0.1241 -3.0744 0.6039  -0.097
C4 -0.4954 -4.3390 0.0680  -0.638
C5 -0.5225 -2.3572 1.5969  0.198
C6 -1.7851 -2.9016 2.1925  -0.681
C7 -0.0604 -1.0615 2.0089  -0.144
C8 -0.7362 -0.4236 3.2076  -0.641
C9 1.2865 -0.6451 1.6831  -0.128
C10 2.1315 0.1037 2.6818  -0.647
C11 1.8361 -1.2918 0.5090  -0.176
C12 3.1995 -0.8927 -0.0198  -0.637
H1 2.9892 -3.0628 -1.1372  0.235
H2 1.5901 -2.5716 -2.0746  0.255
H3 1.6264 -4.1623 -1.3085  0.227
H4 -0.1913 -5.2235 0.6343  0.222
H5 -0.2366 -4.5072 -0.9728  0.223
H6 -1.5816 -4.2816 0.1045  0.228
H7 -1.7546 -3.9868 2.2582  0.231
H8 -2.6315 -2.6366 1.5475  0.259
H9 -1.9891 -2.5001 3.1793  0.233
H10 -0.6363 -1.0686 4.0848  0.213
H11 -1.7974 -0.2551 3.0246  0.234
H12 -0.3025 0.5403 3.4455  0.243
H13 3.1508 0.2321 2.3297  0.235
H14 2.1688 -0.4672 3.6129  0.225
H15 1.7398 1.0904 2.9191  0.232
H16 3.9407 -1.6573 0.2270  0.214
H17 3.5272 0.0562 0.3843  0.252
H18 3.1818 -0.7758 -1.1034  0.236
Cl1 3.3793 6.2861 1.3662  0.049
C13 2.2648 4.9740 1.4322  -0.080
C14 1.0755 5.1017 2.1346  -0.101
Cl2 0.6910 6.5678 2.9544  0.045
C15 0.1725 4.0315 2.1766  -0.113
Cl3 -1.3264 4.1307 3.0207  0.045
C16 0.4871 2.8616 1.5223  0.276
O1 -0.3242 1.7887 1.4247  -0.716
C17 1.6851 2.7208 0.8157  0.254
O2 1.8263 1.5642 0.1755  -0.744
C18 2.5700 3.7821 0.7636  -0.105
Cl4 4.0338 3.5805 -0.1255  0.038
O3 -2.0359 0.4849 0.1393  -0.906
S1 -2.3110 -0.5754 -0.8753  2.430
O4 -3.4696 -1.3674 -0.6276  -0.916
O5 -1.0198 -1.2902 -0.9375  -0.947
C19 -2.5173 0.1731 -2.4824  -0.365
C20 -3.7221 -0.0831 -3.1106  -0.162
C21 -3.9467 0.3772 -4.4050  -0.187
C22 -2.9639 1.0785 -5.0684  -0.186
C23 -1.7490 1.3440 -4.4421  -0.185
C24 -1.5188 0.8994 -3.1530  -0.242
S2 0.0188 1.4496 -2.4180  2.405
O6 0.7139 2.1889 -3.4107  -0.891
O7 -0.3859 2.1476 -1.1826  -0.913
O8 0.7593 0.2551 -1.8834  -0.927
H19 -4.4730 -0.6540 -2.5848  0.254
H20 -4.8939 0.1749 -4.8866  0.227
H21 -3.1316 1.4336 -6.0763  0.227
H22 -0.9781 1.9100 -4.9436  0.256

The calculation puts the HOMO-LUMO gap at 6.20 eV. Its lowest unoccupied orbital energy is -1.258 eV. As for the energy above the lowest of the compared OMol25 structures with the same formula, charge and spin: 0.00 kcal/mol. As for the total charge: 0.

Electronic energy list, top to bottom, in eV: -49801.8316; -412447.7516; -186876.1818; -115212.4565